Entry from OMol25: a structure of composition C16H18BrNRe (wB97M-V/def2-TZVPD).

highest occupied orbital energy (alpha / beta): -4.60 / -6.82 eV
energy: -3327.333421 a.u.
ΔE to the lowest compared entry with this formula, charge and spin: 34.6 kJ/mol
<S²>: 3.77
spin multiplicity: 4

XYZ file:
```
37
C16H18BrNRe wB97M-V/def2-TZVPD
C -1.1302 -0.7427 -1.8221
C -1.1903 -1.7559 -0.8174
C -1.9093 -1.2169 0.2936
H -0.7638 -2.7533 -0.8747
C -2.3189 0.1213 -0.0403
C -1.8184 0.4229 -1.3352
H -1.9758 1.3588 -1.8669
H -0.6972 -0.8625 -2.8122
H -2.1145 -1.7325 1.2226
H -2.9074 0.7865 0.5876
Re -0.0293 -0.0271 -0.0615
Br 0.8056 -1.8333 1.5825
C 1.9512 1.1288 0.3793
C 1.1153 1.9170 -0.4876
C 0.9446 1.1737 -1.7017
H 0.6906 2.8964 -0.2665
C 1.6648 -0.0642 -1.5724
C 2.3207 -0.0651 -0.3010
H 2.9516 -0.8563 0.0949
H 2.2628 1.4005 1.3746
H 0.4066 1.5173 -2.5840
H 1.7569 -0.8438 -2.3251
C 1.2791 2.7163 2.8136
C 0.1047 1.8007 2.8963
C -0.6122 2.0362 4.0752
C -1.7542 1.3025 4.0478
C -1.7849 0.5460 2.8707
C -2.9576 -0.3875 2.8895
N -0.6272 0.8758 2.1559
H 1.1733 3.5194 3.5620
H 1.3206 3.2432 1.8698
H 2.1986 2.2250 3.1447
H -0.3390 2.7336 4.8626
H -2.5007 1.2940 4.8357
H -3.6012 -0.1451 3.7506
H -3.6564 -0.3403 2.0578
H -2.6197 -1.3970 3.1129
```

---

Entry from OMol25: a cluster of 2 separate species, C16H18ClN2O8 in total (wB97M-V/def2-TZVPD).

highest occupied orbital energy: -6.29 eV
energy: -1791.933760 a.u.
net charge: -1

XYZ file:
```
45
C16H18ClN2O8 wB97M-V/def2-TZVPD
C -0.7336 4.2391 -3.2082
C -0.0884 2.8562 -3.2986
O 0.9741 2.8336 -4.2591
C -1.1195 1.6976 -3.5824
C -0.7310 0.5189 -2.7069
C 0.1142 -0.4985 -3.2129
N 0.5123 -1.5624 -2.5536
C 0.0425 -1.5541 -1.2794
C 0.4215 -2.6267 -0.4213
C 0.0297 -2.6780 0.8587
C -0.8294 -1.6657 1.4249
C -1.1801 -1.8412 2.8880
C 0.1468 -1.9243 3.7109
O 0.3880 -3.3025 4.0964
C 1.7166 -3.5915 4.0153
O 2.0893 -4.6944 3.7057
C -1.2396 -0.6523 0.6175
C -2.1897 0.4280 1.1397
C -1.6269 1.8509 1.1280
O -1.3790 2.5097 2.1102
C -0.7951 -0.5655 -0.7454
N -1.2159 0.4948 -1.4841
H -1.7241 4.2408 -2.7409
H -0.0907 4.8826 -2.5870
H -0.7809 4.7420 -4.1865
H 0.3373 2.6179 -2.3099
H 1.6323 2.2447 -3.8712
H -2.0846 2.0809 -3.2251
H -1.1512 1.4345 -4.6449
H 0.4651 -0.3924 -4.2450
H 1.0574 -3.4131 -0.8268
H 0.3634 -3.5125 1.4746
H -1.7568 -1.0219 3.3215
H -1.7184 -2.7912 3.0287
H 0.9370 -1.5533 3.0442
H 0.0715 -1.2639 4.5875
H 2.4431 -2.7917 4.2522
H -3.0614 0.4357 0.4574
H -2.6029 0.1791 2.1208
H -1.4864 2.3146 0.1258
O 4.5083 -0.0971 1.8669
Cl 3.1749 0.2647 1.4536
O 3.0435 0.1071 0.0237
O 2.9002 1.6308 1.8215
O 2.2163 -0.6099 2.1156
```

---

Entry from OMol25: a structure of composition C16H18F5N6SSe2V (wB97M-V/def2-TZVPD).

highest occupied orbital energy (alpha / beta): -14.72 / -14.73 eV
energy: -7592.972922 a.u.
net charge: +2
ΔE to the lowest compared entry with this formula, charge and spin: 0.0 kJ/mol
<S²>: 2.02
spin multiplicity: 3

XYZ file:
```
49
C16H18F5N6SSe2V wB97M-V/def2-TZVPD
V 0.4612 1.3554 -0.0833
Se 0.9136 1.9024 3.7201
Se 0.9877 3.2763 1.8657
C -0.9120 3.2777 1.4958
C -1.7989 4.1775 2.0445
C -3.1472 3.9972 1.7622
C -3.5430 2.9361 0.9639
C -2.5852 2.0968 0.4336
N -1.2775 2.2719 0.6888
C 0.7294 0.1815 2.9024
C 0.7103 -0.8639 3.8141
C 0.5941 -2.1609 3.3547
C 0.5168 -2.3858 1.9898
C 0.5444 -1.3036 1.1447
N 0.6277 -0.0195 1.5753
H -1.4495 4.9806 2.6776
H -3.8814 4.6784 2.1719
H -4.5859 2.7630 0.7400
H -2.8499 1.2707 -0.2105
H 0.7893 -0.6555 4.8733
H 0.5771 -2.9858 4.0547
H 0.4396 -3.3824 1.5809
H 0.5024 -1.4522 0.0775
N 2.5227 0.6216 -0.4587
N 3.2667 1.3175 -1.4367
C 2.7545 2.4031 -2.0308
N 3.4456 2.9713 -3.0031
S 1.2625 3.0932 -1.5335
H 3.0362 0.6910 0.4211
H 2.5640 -0.3787 -0.7298
H 4.1039 0.8718 -1.7863
H 4.3347 2.6192 -3.3234
H 3.0725 3.7883 -3.4610
C 3.2536 -5.6458 -1.3358
C 2.6915 -4.5652 -2.2635
C 2.6685 -3.2413 -1.6244
N 2.6682 -2.2105 -1.1194
H 3.2344 -6.5996 -1.8580
H 2.6569 -5.7394 -0.4302
H 4.2820 -5.4272 -1.0550
H 1.6716 -4.7979 -2.5723
H 3.2878 -4.4798 -3.1722
F 0.6962 -0.3816 -2.3746
C -0.3335 0.2417 -1.7097
F -1.1510 -0.7615 -1.2405
C -1.1650 0.9870 -2.8151
F -1.7131 2.1024 -2.2867
F -0.3887 1.3502 -3.8284
F -2.1541 0.2365 -3.2806
```

---

Entry from OMol25: the molecule C16H18N2O3S (wB97M-V/def2-TZVPD).

highest occupied orbital energy: -7.93 eV
energy: -1353.391615 a.u.
SMILES: CCOc1ccc(/C=N/OCC(=O)NCc2cccs2)cc1
ΔE to the lowest compared entry with this formula, charge and spin: 1543.5 kJ/mol

XYZ file:
```
40
C16H18N2O3S wB97M-V/def2-TZVPD
C -4.6953 -0.9436 1.5242
C -4.3938 -0.9417 -0.0766
O -4.0806 0.4457 -0.5998
C -2.9302 0.8194 -0.4783
C -1.8680 0.0063 -0.0507
C -0.7116 0.7042 0.1886
C -0.5564 1.9504 -0.2044
C -1.5886 2.7674 -1.0361
C -2.8561 2.1702 -1.0484
H -3.6179 2.6053 -1.3845
H -1.5031 3.9434 -1.2907
C 0.7329 2.7980 -0.4675
N 1.8608 1.8835 -0.0215
O 3.0978 2.7836 0.0344
C 4.0740 1.9261 0.5073
C 4.2835 0.4962 0.2283
O 5.3732 -0.2477 0.5139
N 3.4014 -0.0016 -0.6773
H 2.6886 0.6900 -0.9466
C 3.3845 -1.2865 -1.0665
C 2.1792 -2.0316 -0.6943
C 1.9518 -2.4052 0.8182
C 0.7769 -2.9175 0.9570
C -0.0873 -2.8951 -0.0125
S 0.7645 -2.0397 -1.7659
H -0.9525 -3.2594 -0.3062
H 0.4887 -3.6462 1.8364
H 2.8923 -2.3137 1.3649
H 3.3061 -1.4139 -2.1657
H 4.3764 -1.8258 -0.7516
H 3.8782 1.9475 1.6568
H 4.9621 2.5110 0.3968
H 0.9595 3.7442 -0.7641
H 0.1633 0.1451 0.5459
H -2.0234 -0.8785 0.5080
H -3.7383 -1.4530 -0.3367
H -5.4570 -1.1916 -0.7432
H -3.8361 -0.6332 2.2223
H -5.0516 -1.8963 1.7793
H -5.6479 -0.1158 1.8070
```

---

Entry from OMol25: the molecule C16H18N2O5S (wB97M-V/def2-TZVPD).

highest occupied orbital energy: -8.08 eV
energy: -1504.355625 a.u.
SMILES: COc1ccc(CC(=O)NNS(=O)(=O)c2ccccc2)cc1OC
ΔE to the lowest compared entry with this formula, charge and spin: 389.0 kJ/mol

XYZ file:
```
42
C16H18N2O5S wB97M-V/def2-TZVPD
C 0.1222 -3.4552 -2.4160
H 0.9176 -4.1288 -2.0805
H -0.0997 -3.6561 -3.4631
H -0.7763 -3.6296 -1.8149
O 0.5270 -2.1106 -2.3658
C 0.8979 -1.5938 -1.1604
C 0.8501 -2.2672 0.0459
C 1.2295 -1.6377 1.2231
C 1.6858 -0.3344 1.2059
C 1.7472 0.3492 -0.0071
C 1.3515 -0.2551 -1.1865
O 1.3507 0.3406 -2.4052
C 1.7587 1.6890 -2.4935
H 1.6161 1.9665 -3.5366
H 1.1537 2.3381 -1.8537
H 2.8170 1.8004 -2.2346
H 2.1034 1.3667 -0.0258
C 2.0028 0.3781 2.4976
C 0.6674 0.9735 2.9100
O -0.1394 0.4100 3.6063
N 0.4532 2.2182 2.3751
H 1.0798 2.5498 1.6446
N -0.8540 2.6813 2.2310
H -1.0184 3.5735 2.6846
S -1.2906 2.7415 0.5866
O -0.0954 3.0652 -0.1575
O -2.4048 3.6313 0.4832
C -1.7695 1.0684 0.2017
C -2.1604 0.1982 1.1978
C -2.5457 -1.0852 0.8435
C -2.5509 -1.4675 -0.4883
C -2.1600 -0.5792 -1.4778
C -1.7618 0.7005 -1.1298
H -1.4440 1.4133 -1.8735
H -2.1542 -0.8797 -2.5137
H -2.8678 -2.4648 -0.7567
H -2.8440 -1.7823 1.6111
H -2.1444 0.5115 2.2290
H 2.3272 -0.3295 3.2587
H 2.7562 1.1515 2.3578
H 1.1604 -2.1720 2.1574
H 0.5059 -3.2876 0.0899
```

---

Entry from OMol25: the ion C16H18N3S with charge +1 (wB97M-V/def2-TZVPD).

highest occupied orbital energy: -12.08 eV
energy: -1182.744827 a.u.
net charge: +1
SMILES: CCc1cc2c([NH2+]Cc3ccccc3)nc(C)nc2s1

XYZ file:
```
38
C16H18N3S wB97M-V/def2-TZVPD
C 4.9702 2.9402 0.7534
H 5.4820 3.8917 0.6449
H 4.3752 2.9694 1.6630
H 5.7165 2.1556 0.8496
C 4.0801 2.6884 -0.4659
C 3.3567 1.3961 -0.3534
C 2.0129 1.1989 -0.3045
C 1.6665 -0.1701 -0.1809
C 0.4855 -0.8928 -0.0941
N 0.4303 -2.1917 0.0189
C 1.5796 -2.8849 0.0558
N 2.7700 -2.3202 -0.0179
C 2.8227 -1.0122 -0.1335
S 4.2734 -0.0918 -0.2446
C 1.4934 -4.3582 0.1833
H 2.4903 -4.7737 0.2839
H 0.8867 -4.6230 1.0463
H 1.0108 -4.7771 -0.6980
N -0.8326 -0.2009 -0.1289
H -0.8418 0.5435 0.5804
H -0.9490 0.2576 -1.0424
C -2.0099 -1.1006 0.1009
C -3.2730 -0.2907 0.0267
C -3.7824 0.3177 1.1686
C -4.9328 1.0832 1.0944
C -5.5770 1.2501 -0.1206
C -5.0720 0.6495 -1.2623
C -3.9218 -0.1165 -1.1908
H -3.5383 -0.5963 -2.0799
H -5.5763 0.7726 -2.2077
H -6.4766 1.8423 -0.1764
H -5.3286 1.5441 1.9856
H -3.2904 0.1763 2.1205
H -1.8832 -1.5675 1.0783
H -1.9807 -1.8814 -0.6597
H 1.3019 2.0046 -0.3592
H 4.7064 2.6706 -1.3612
H 3.3553 3.4975 -0.5724
```

---

Entry from OMol25: a structure of composition C16H18N4O3Pd (wB97M-V/def2-TZVPD).

highest occupied orbital energy: 0.24 eV
energy: -1193.110906 a.u.
net charge: -2
ΔE to the lowest compared entry with this formula, charge and spin: 0.0 kJ/mol

XYZ file:
```
42
C16H18N4O3Pd wB97M-V/def2-TZVPD
Pd -0.2381 -0.1629 0.6852
O 1.0702 0.6234 -4.8757
C -0.1835 0.7163 -5.0930
C -0.6778 0.9391 -6.4199
C -2.0170 1.0533 -6.7069
C -2.9817 0.9492 -5.7035
C -2.5422 0.7228 -4.4084
C -1.1979 0.6079 -4.0759
C -0.9060 0.3590 -2.6180
O -1.8008 0.1779 -1.7968
N 0.4216 0.3510 -2.3488
N 0.9986 0.2405 -1.0735
C 2.2221 -0.1725 -1.1854
C 3.2785 -0.3096 -0.2055
C 4.4635 -0.8796 -0.6895
C 5.5622 -1.1419 0.1071
C 5.4593 -0.8318 1.4730
C 4.3304 -0.2647 1.9962
C 3.1798 0.0841 1.1901
O 2.1903 0.6805 1.6603
H 1.0275 0.4430 -3.1830
H 0.0734 1.0187 -7.1988
H -2.3208 1.2263 -7.7377
H -4.0383 1.0390 -5.9275
H -3.2436 0.6232 -3.5876
H 2.5478 -0.4637 -2.1909
H 4.5010 -1.1304 -1.7471
H 6.4604 -1.5846 -0.3065
H 6.2970 -1.0465 2.1345
H 4.2581 -0.0239 3.0521
N -1.3111 -3.0052 0.7634
C -2.2569 -2.7856 1.8443
C -2.8494 -1.3726 1.9308
N -1.8240 -0.3484 2.1260
H -1.7739 -2.7701 -0.1136
H -0.6455 -2.2208 0.8735
H -1.7480 -3.0031 2.7926
H -3.0899 -3.4966 1.7795
H -3.6061 -1.3684 2.7372
H -3.3528 -1.1276 0.9928
H -1.3856 -0.4046 3.0380
H -2.1812 0.5874 1.9731
```

---

Entry from OMol25: a structure of composition C16H18N4O4S2 (wB97M-V/def2-TZVPD).

highest occupied orbital energy: -8.73 eV
energy: -1936.852588 a.u.
ΔE to the lowest compared entry with this formula, charge and spin: 203.8 kJ/mol

XYZ file:
```
44
C16H18N4O4S2 wB97M-V/def2-TZVPD
C 4.5053 0.6047 0.9932
H 4.8639 0.9835 0.0388
H 3.9832 1.4090 1.5031
H 5.3629 0.3052 1.5907
C 3.5787 -0.5866 0.7703
C 4.3007 -1.6874 -0.0035
H 3.6635 -2.5601 -0.1107
H 5.2021 -1.9835 0.5275
H 4.5836 -1.3347 -0.9932
H 3.2574 -0.9893 1.7359
C 2.3186 -0.1518 0.0066
N 1.6904 0.9767 0.6728
S 0.6947 1.9946 -0.1700
O 1.0243 3.3439 0.1742
O 0.7594 1.6373 -1.5663
C -0.9919 1.7384 0.3989
C -1.9393 2.6515 0.0280
C -3.2840 2.5194 0.4255
C -3.7048 1.4622 1.1872
C -2.7564 0.5035 1.5760
N -2.9448 -0.6018 2.3022
S -1.5465 -1.3621 2.4745
N -0.6162 -0.3337 1.6722
C -1.3752 0.6523 1.1897
H -4.7328 1.3450 1.4890
H -3.9920 3.2713 0.1132
H -1.6279 3.4886 -0.5762
H 1.3419 0.7514 1.5920
C 1.3156 -1.3073 -0.1417
O 1.2733 -2.2704 0.5971
N 0.4907 -1.1352 -1.1929
H 0.5151 -0.2491 -1.6875
C -0.5816 -2.0597 -1.4926
C -1.9281 -1.4204 -1.3912
C -2.4478 -0.3118 -1.9933
C -3.7885 -0.2117 -1.5462
C -3.9823 -1.2623 -0.7058
O -2.8596 -1.9942 -0.5986
H -4.8309 -1.5848 -0.1370
H -4.5037 0.5357 -1.8206
H -1.9393 0.3503 -2.6637
H -0.5120 -2.8820 -0.7747
H -0.4363 -2.4556 -2.5060
H 2.5968 0.2112 -0.9869
```

---

Computed values of max |F| (unit: eV Å⁻¹) for the preceding records, in sequence: 3.928, 1.464, 0.585, 17.587, 0.861, 0.932, 0.577, 1.389.